# 1
19
Properties=species:S:1:pos:R:3:forces:R:3 method="wB97M-V/def2-TZVPD" multiplicity=1 gap_ev=9.426 total_charge=0 relative_energy_kcal_mol=23.5 homo_energy_ev=-8.9 e_lumo_ev=0.56
O 1.745 -2.511 0.353 0.9 0.0 0.3
C 1.247 -1.284 -0.142 -0.8 0.6 0.7
C 1.265 -0.064 0.830 0.6 0.1 -0.3
C -0.011 0.770 0.716 -0.4 0.1 -0.4
C -0.157 1.663 -0.531 0.0 -1.4 -0.3
S -0.786 0.754 -2.036 0.9 0.6 0.3
H 1.116 -2.938 0.936 -0.2 0.2 0.1
H 1.875 -1.031 -0.992 -0.5 -0.3 -0.4
H 0.178 -1.433 -0.319 0.2 0.0 -1.0
H 2.115 0.588 0.605 0.3 -0.3 0.4
H 1.341 -0.532 1.815 0.1 0.5 0.2
H -0.207 1.522 1.486 0.6 -0.5 0.7
H -0.739 -0.024 0.828 -0.9 0.6 -0.3
H -0.857 2.480 -0.412 0.0 0.1 0.4
H 0.843 2.051 -0.718 -0.1 0.2 -0.4
H 0.268 1.198 -2.739 -0.3 -0.3 -0.4
O -2.130 -0.025 2.408 -0.4 -0.3 0.4
H -2.146 -0.358 3.312 -0.1 0.1 0.0
H -2.161 0.933 2.480 0.0 0.0 0.1

=====

# 2
10
Properties=species:S:1:pos:R:3:forces:R:3 method="wB97M-V/def2-TZVPD" multiplicity=1 gap_ev=9.575 total_charge=+1 relative_energy_kcal_mol=111.3 homo_energy_ev=-16.2 e_lumo_ev=-6.59
C 0.406 1.067 0.018 -0.8 0.0 4.2
C 0.030 -1.173 0.048 1.6 0.6 4.8
N 1.707 0.556 -0.051 2.3 -0.8 0.2
N -0.436 0.013 -0.261 -3.6 1.0 -2.3
O 1.718 -0.639 -0.066 1.1 -0.5 -0.5
H 0.303 1.426 1.109 0.5 -0.3 -1.1
H 0.362 1.918 -0.541 -0.6 2.3 -1.8
H 0.210 -1.507 1.136 -0.3 1.2 -1.2
H -0.176 -2.044 -0.409 -0.9 -2.5 -2.7
H -1.072 0.204 -1.055 0.7 -0.9 0.4

=====

# 3
27
Properties=species:S:1:pos:R:3:forces:R:3 method="wB97M-V/def2-TZVPD" multiplicity=2 gap_ev="2.640 / 10.943" total_charge=-1 relative_energy_kcal_mol=41.4 homo_energy_ev="0.4 / -8.1" e_lumo_ev="3.02 / 2.84" s_squared=0.7507
O -1.371 -0.317 -0.158 0.2 -0.7 -0.1
H -1.087 -0.680 0.700 -0.2 0.3 -0.1
H -2.273 -0.655 -0.314 0.3 0.4 0.6
O -1.709 -2.139 -2.115 -0.5 -2.2 -1.2
H -2.210 -1.546 -2.668 0.1 0.6 0.1
H -1.258 -1.684 -1.427 0.5 1.5 0.7
O 1.804 2.424 1.787 0.8 0.9 1.1
H 1.034 2.760 1.326 -0.3 -0.6 -0.5
H 1.936 1.484 1.679 -0.5 -0.3 -0.7
O -0.155 -3.985 0.428 -0.1 0.1 0.5
H -0.338 -3.304 -0.229 0.1 -0.4 -0.2
H 0.255 -4.746 0.010 -0.1 0.3 -0.4
O 4.403 -0.228 0.062 0.1 -0.9 -0.3
H 4.256 0.639 -0.314 -0.1 0.5 0.4
H 4.686 -0.165 0.978 -0.1 0.5 -0.1
O -3.412 1.046 0.568 -0.5 0.0 0.1
H -2.691 1.492 0.115 0.4 0.0 -0.1
H -4.096 1.713 0.638 -0.3 0.2 0.0
O -0.596 2.455 -3.071 -0.4 1.0 -0.1
H -1.131 3.153 -3.503 0.1 -0.6 -0.1
H -0.339 2.959 -2.280 0.2 -0.5 0.3
O -0.522 -0.032 3.428 1.9 0.5 -1.1
H 0.369 -0.367 3.180 -0.6 -1.1 0.7
H -0.272 0.795 2.972 -1.3 0.6 0.3
O 1.526 0.481 -0.714 0.3 -1.0 -2.3
H 2.179 -0.206 -0.927 0.7 -0.2 1.4
H 1.209 0.402 -1.653 -0.9 1.1 1.0